--- w ---
{
  "formula": "C4H15N3O",
  "method": "wB97M-V/def2-TZVPD",
  "e_homo_ha": -0.3403,
  "smiles": "C[C@H](CN)NCN.O",
  "lumo_energy_ev": 0.933,
  "species": ["O", "N", "N", "N", "C", "C", "C", "C", "H", "H", "H", "H", "H", "H", "H", "H", "H", "H", "H", "H", "H", "H", "H"],
  "positions_angstrom": [[3.104, -0.291, 0.567], [0.514, 1.859, 1.376], [-0.030, -2.273, 0.983], [0.349, -0.358, -0.455], [-0.462, 1.906, 0.136], [-0.833, 0.483, -0.219], [0.017, -1.835, -0.418], [-1.828, 0.406, -1.460], [-1.525, 0.140, 0.549], [-1.264, 0.045, -2.375], [-2.323, -0.578, -1.377], [2.332, 0.070, 0.068], [-0.243, -1.544, 1.665], [-1.058, -2.018, -0.716], [0.027, 2.459, -0.672], [0.756, -2.840, 1.298], [1.358, 1.416, 1.067], [0.761, -0.041, -1.334], [3.011, 0.255, 1.358], [-1.257, 2.512, 0.498], [0.082, 1.217, 2.032], [-2.323, 1.347, -1.675], [0.835, -2.337, -0.895]],
  "mulliken_charge": [-0.66, -0.67, -0.55, -0.22, -1.02, 0.22, -0.40, -1.36, 0.30, 0.29, 0.36, 0.35, 0.20, 0.16, 0.37, 0.23, 0.13, 0.42, 0.34, 0.43, 0.30, 0.37, 0.42]
}



--- x ---
{
  "formula": "C4H15N3O",
  "method": "wB97M-V/def2-TZVPD",
  "e_homo_ha": -0.3324,
  "smiles": "C[C@@H](N)CNCN.O",
  "lumo_energy_ev": 0.734,
  "species": ["O", "N", "N", "N", "C", "C", "C", "C", "H", "H", "H", "H", "H", "H", "H", "H", "H", "H", "H", "H", "H", "H", "H"],
  "positions_angstrom": [[2.403, 0.244, -1.687], [2.189, 0.683, 1.380], [-0.226, 1.050, 0.808], [-2.299, -1.911, -0.139], [-1.377, -0.294, -1.813], [0.912, 1.296, 1.682], [-0.564, -0.358, 0.640], [-1.717, -0.571, -0.311], [1.828, 0.250, -0.903], [1.142, 2.360, 1.523], [-1.733, -2.588, -0.636], [2.270, -0.293, 1.597], [-2.133, 0.323, -2.292], [0.310, -0.974, 0.383], [-0.053, 1.481, -0.093], [-0.941, -0.709, 1.606], [-1.135, -1.249, -2.270], [2.801, -0.609, -1.423], [-0.479, 0.335, -1.885], [-2.529, 0.126, -0.087], [2.627, 0.949, 0.515], [-3.210, -1.951, -0.575], [0.634, 1.226, 2.729]],
  "mulliken_charge": [-0.67, -0.51, -0.37, -0.73, -1.18, -0.73, -0.64, 0.33, 0.17, 0.39, 0.25, 0.23, 0.27, 0.20, 0.36, 0.36, 0.31, 0.35, 0.31, 0.36, 0.31, 0.27, 0.37]
}



--- y ---
{
  "formula": "C4H15N3O",
  "method": "wB97M-V/def2-TZVPD",
  "e_homo_ha": -0.3062,
  "smiles": "NCCNCCN.O",
  "lumo_energy_ev": 0.927,
  "species": ["O", "N", "N", "N", "C", "C", "C", "C", "H", "H", "H", "H", "H", "H", "H", "H", "H", "H", "H", "H", "H", "H", "H"],
  "positions_angstrom": [[1.052, -2.466, 1.879], [-2.413, -0.617, 1.174], [-0.203, 1.023, -0.863], [2.360, 0.696, -0.034], [-2.117, 0.716, 0.867], [-1.689, 0.909, -0.585], [1.952, 0.135, -1.405], [0.547, -0.237, -0.993], [-1.265, 0.979, 1.479], [0.619, -1.008, -0.145], [-2.635, -1.269, 0.319], [-2.886, 1.452, 1.027], [-1.758, -1.120, 1.821], [2.246, 0.825, -2.226], [0.552, -1.709, 2.049], [3.386, 0.778, -0.051], [2.049, 1.579, 0.108], [-2.133, -0.045, -1.010], [1.659, -2.332, 1.272], [-0.140, -0.975, -1.719], [-2.081, 1.873, -1.031], [2.522, -0.862, -1.531], [0.379, 1.674, -0.403]],
  "mulliken_charge": [-0.62, -0.59, -0.27, -0.55, -0.35, -0.61, -0.47, 0.15, 0.24, -0.21, 0.24, 0.27, 0.26, 0.33, 0.30, 0.23, 0.11, 0.22, 0.26, 0.25, 0.35, 0.30, 0.16]
}



--- z ---
{
  "formula": "C4H15N3O",
  "method": "wB97M-V/def2-TZVPD",
  "e_homo_ha": -0.3095,
  "smiles": "NCCNCCN.O",
  "lumo_energy_ev": 0.765,
  "species": ["O", "N", "N", "N", "C", "C", "C", "C", "H", "H", "H", "H", "H", "H", "H", "H", "H", "H", "H", "H", "H", "H", "H"],
  "positions_angstrom": [[-2.486, 0.880, 1.115], [-0.700, 2.099, -1.608], [0.990, -0.272, -0.295], [-1.054, -2.021, 0.807], [1.100, -0.776, 1.041], [1.390, 1.166, -0.375], [0.685, 1.723, -1.717], [0.382, -2.207, 0.962], [0.548, 0.877, -2.381], [1.276, 2.537, -2.255], [-1.173, 1.472, -1.026], [-0.913, 3.048, -1.470], [-1.953, 0.066, 1.255], [0.599, -0.136, 1.861], [-1.292, -2.066, -0.173], [2.169, -0.980, 1.210], [2.472, 1.213, -0.469], [0.864, -2.862, 1.669], [-3.219, 0.459, 0.795], [-1.668, -2.725, 1.314], [0.249, -0.517, -0.818], [0.691, -2.719, -0.019], [1.045, 1.740, 0.576]],
  "mulliken_charge": [-0.65, -0.47, -0.31, -0.56, -0.36, -0.42, -0.82, -0.93, 0.39, 0.36, 0.21, 0.20, 0.34, 0.31, 0.25, 0.35, 0.32, 0.46, 0.29, 0.21, 0.24, 0.33, 0.26]
}



Which one is most stable, and which one is least stable? x is the most stable of them, while y is the least stable.



--- w ---
{
  "formula": "C3H4Cl2N3",
  "method": "wB97M-V/def2-TZVPD",
  "e_homo_ha": [-0.4997, -0.5075],
  "lumo_energy_ev": [-7.242, -7.210],
  "charge": 1,
  "species": ["Cl", "Cl", "N", "N", "N", "C", "C", "C", "H", "H", "H", "H"],
  "positions_angstrom": [[-0.112, -1.992, -3.943], [-2.312, 0.849, -4.231], [0.434, -0.101, 0.540], [-0.625, -0.555, -2.789], [-1.223, 1.256, -0.645], [-1.042, 0.612, -3.232], [-0.453, 0.187, -0.482], [-0.418, -0.856, -1.542], [0.100, -1.772, -1.172], [-1.069, 2.068, -0.210], [0.668, 0.428, 1.415], [0.890, -0.981, 0.532]],
  "mulliken_charge": [0.05, 0.10, -0.37, -0.07, -0.54, 0.24, 0.69, -0.07, 0.36, 0.21, 0.24, 0.15]
}



--- x ---
{
  "formula": "C3H4Cl2N3",
  "method": "wB97M-V/def2-TZVPD",
  "e_homo_ha": -0.5486,
  "lumo_energy_ev": -5.756,
  "charge": 1,
  "species": ["Cl", "Cl", "N", "N", "N", "C", "C", "C", "H", "H", "H", "H"],
  "positions_angstrom": [[-1.253, 2.182, 0.203], [-2.645, -0.674, -0.315], [-1.013, -0.406, 0.101], [0.959, 0.687, -0.515], [0.932, -1.037, 1.067], [1.529, 0.003, 0.503], [-0.505, 0.729, -0.571], [-0.302, -1.301, 0.786], [2.620, 0.148, 0.720], [-0.847, -2.301, 1.160], [-0.875, 0.787, -1.869], [1.400, 1.184, -1.270]],
  "mulliken_charge": [-0.10, 0.09, -0.06, -0.11, -0.36, 0.01, -0.12, 0.24, 0.37, 0.36, 0.41, 0.26]
}



Which one is most stable, and which one is least stable? x is the most stable of them, while w is the least stable.



--- w ---
{
  "formula": "C5H5NO2",
  "method": "wB97M-V/def2-TZVPD",
  "e_homo_ha": -0.2873,
  "lumo_energy_ev": 0.821,
  "species": ["O", "O", "N", "C", "C", "C", "C", "C", "H", "H", "H", "H", "H"],
  "positions_angstrom": [[0.136, -0.353, -1.770], [-0.350, 0.650, 1.629], [0.193, 1.967, -1.462], [-0.184, 0.312, 0.373], [-0.307, -1.071, 0.401], [-0.100, -0.801, 1.950], [-0.103, -1.505, -0.888], [0.093, 0.735, -0.881], [-0.566, 2.528, -1.128], [-0.806, -1.280, 2.676], [1.156, 2.334, -1.680], [0.981, -1.159, 2.257], [-0.143, -2.357, -1.475]],
  "mulliken_charge": [-0.34, -0.50, -0.49, 0.66, 0.37, -0.20, -0.74, -0.15, 0.23, 0.28, 0.23, 0.22, 0.45]
}



--- x ---
{
  "formula": "C5H5NO2",
  "method": "wB97M-V/def2-TZVPD",
  "e_homo_ha": -0.2871,
  "lumo_energy_ev": 0.471,
  "species": ["O", "O", "N", "C", "C", "C", "C", "C", "H", "H", "H", "H", "H"],
  "positions_angstrom": [[-2.220, 0.911, 0.268], [-2.723, 2.537, -1.256], [0.240, -2.141, 0.214], [-0.084, -3.233, -0.345], [1.510, 1.369, 0.329], [0.797, -1.012, 0.464], [0.713, 0.497, -0.305], [-2.447, 1.740, -0.522], [-0.022, 0.611, -1.030], [2.243, 1.085, 1.090], [-1.050, -3.715, -0.151], [1.552, 2.382, -0.035], [1.490, -1.030, 1.279]],
  "mulliken_charge": [-0.39, -0.30, -0.06, -0.32, -0.74, -0.19, -0.19, 0.71, 0.49, 0.22, 0.21, 0.28, 0.28]
}



Which one is most stable, and which one is least stable? x is the most stable of them, while w is the least stable.



--- w ---
{
  "formula": "C5H5NO2",
  "method": "wB97M-V/def2-TZVPD",
  "e_homo_ha": -0.3478,
  "lumo_energy_ev": -1.511,
  "species": ["O", "O", "N", "C", "C", "C", "C", "C", "H", "H", "H", "H", "H"],
  "positions_angstrom": [[-0.699, 2.047, -0.285], [2.727, -0.463, 0.124], [-0.121, -1.302, -0.230], [-1.493, -1.426, -0.067], [1.638, 0.454, 0.071], [0.301, -0.077, 0.075], [-2.151, -0.195, 0.226], [-0.913, 0.891, 0.169], [-3.121, 0.031, 0.350], [-1.966, -2.428, -0.040], [2.114, -1.286, -0.873], [1.796, 1.286, -0.489], [1.500, 0.955, 1.105]],
  "mulliken_charge": [-0.50, -0.58, -0.52, -0.33, -0.44, 0.46, -0.60, 0.58, 0.49, 0.38, 0.39, 0.41, 0.25]
}



--- x ---
{
  "formula": "C5H5NO2",
  "method": "wB97M-V/def2-TZVPD",
  "e_homo_ha": -0.3269,
  "lumo_energy_ev": 0.679,
  "species": ["O", "O", "N", "C", "C", "C", "C", "C", "H", "H", "H", "H", "H"],
  "positions_angstrom": [[1.259, -1.146, -0.062], [-1.033, -0.822, 0.306], [2.344, -0.366, -0.175], [0.656, 1.082, 0.046], [-1.731, 0.261, -0.126], [-3.101, 0.183, -0.103], [0.218, -0.345, 0.030], [1.947, 0.967, -0.011], [-3.575, 1.159, -0.365], [-1.326, 1.171, -0.117], [-0.159, 2.040, 0.452], [-3.698, -0.802, -0.092], [2.606, 1.848, 0.379]],
  "mulliken_charge": [-0.09, -0.30, -0.40, -0.13, 0.27, -0.84, 0.63, -0.26, 0.26, 0.14, 0.19, 0.26, 0.27]
}



Which one is most stable, and which one is least stable? w is the most stable of them, while x is the least stable.